No. 1
The following is a quantum chemistry calculation of a 3-piece molecular cluster, C4H16NO2 overall at a distorted geometry, from the OMol25 dataset.

Structure (XYZ):
```
23
C4H16NO2 ωB97M-V with the def2-TZVPD basis set
C -1.34 1.62 -0.21
C -1.04 0.11 -0.30
C -0.26 -0.17 -1.57
C -0.43 -1.65 -1.99
N -0.20 -0.26 0.92
H -1.72 1.95 -1.18
H -0.45 2.20 0.02
H -2.14 1.77 0.54
H -2.01 -0.41 -0.24
H -0.53 0.46 -2.44
H 0.82 -0.10 -1.45
H 0.36 -1.93 -2.68
H -0.28 -2.27 -1.11
H -1.44 -1.84 -2.39
H -0.86 -0.54 1.63
H 0.59 -0.95 0.80
H 0.34 0.59 1.24
H 2.78 -1.56 0.05
H 2.69 -0.01 0.26
O 2.38 -0.86 0.57
H 1.53 0.78 3.23
H 0.50 1.91 3.44
O 0.72 1.17 2.86
```

Properties
* max |F|: 2.2 eV/A
* E_HOMO: -0.55978 Ha
* gap between HOMO and LUMO: 12.2 eV
* energy above the lowest of the compared OMol25 structures with the same formula, charge and spin: 0.661 eV
* energy: -367.00520 Ha
* net charge: +1

No. 2
The following is a quantum chemistry calculation of C32H34N6V as an isolated structure, from the OMol25 dataset.

Structure (XYZ):
```
73
C32H34N6V ωB97M-V with the def2-TZVPD basis set
V 0.11 -0.41 0.02
C 3.58 -1.54 -2.28
C 2.24 -1.09 -2.93
C 0.98 -1.90 -2.58
N -0.06 -1.09 -1.97
C -1.10 -0.67 -2.64
C -1.19 -0.74 -4.06
C -2.25 -0.57 -4.93
C -3.58 -0.26 -4.67
C -4.09 0.08 -3.43
C -3.44 0.24 -2.21
C -2.11 0.05 -1.81
N -1.64 0.42 -0.64
C -2.20 1.55 0.09
C -1.13 2.65 0.28
C 0.06 2.60 -0.68
N 0.94 1.48 -0.38
C 2.24 1.61 -0.33
C 2.94 2.77 -0.77
C 4.22 3.21 -0.53
C 5.26 2.61 0.18
C 5.24 1.32 0.67
C 4.26 0.34 0.59
C 2.94 0.36 0.11
N 2.17 -0.71 0.04
C 2.73 -2.04 0.16
C 3.54 -2.50 -1.08
H 4.13 -0.65 -1.99
H 4.19 -2.03 -3.04
H 2.38 -1.10 -4.02
H 2.04 -0.05 -2.66
H 1.23 -2.69 -1.87
H 0.59 -2.41 -3.46
H -0.25 -0.96 -4.55
H -1.99 -0.71 -5.97
H -4.27 -0.26 -5.50
H -5.15 0.28 -3.40
H -4.10 0.56 -1.40
H -2.57 1.22 1.06
H -3.05 1.97 -0.45
H -0.75 2.63 1.31
H -1.62 3.62 0.15
H 0.58 3.55 -0.59
H -0.30 2.52 -1.71
H 2.34 3.43 -1.38
H 4.44 4.18 -0.96
H 6.17 3.19 0.31
H 6.15 1.00 1.17
H 4.57 -0.62 0.99
H 1.89 -2.72 0.32
H 3.34 -2.14 1.07
H 3.16 -3.47 -1.40
H 4.58 -2.68 -0.80
C 0.29 1.22 4.10
C -0.61 0.38 4.80
C -1.15 -0.69 4.14
C -0.82 -0.94 2.79
N -0.02 -0.07 2.11
C 0.53 0.96 2.79
C -1.26 -2.09 2.06
C -2.02 -3.14 2.62
C -2.37 -4.22 1.85
C -1.96 -4.26 0.50
C -1.21 -3.22 0.02
N -0.85 -2.15 0.76
H 0.77 2.06 4.59
H -0.86 0.57 5.83
H -1.84 -1.35 4.66
H 1.19 1.59 2.20
H -2.32 -3.09 3.65
H -2.95 -5.02 2.27
H -2.22 -5.09 -0.14
H -0.88 -3.20 -1.01
```

Properties
* max |F|: 0.5 eV/A
* expectation value of S²: 3.784
* E_HOMO (spin up / spin down): -0.19236 / -0.25163 Ha
* gap between HOMO and LUMO (spin up / spin down): 5.3 / 6.8 eV
* 2S+1: 4
* energy: -2512.35484 Ha

No. 3
The following is a quantum chemistry calculation of C3H10NS as an isolated structure at a distorted geometry, from the OMol25 dataset.

Structure (XYZ):
```
15
C3H10NS ωB97M-V with the def2-TZVPD basis set
C 1.51 -0.09 -0.44
N 1.25 0.17 -1.78
H 1.74 0.76 0.19
H 2.24 -0.89 -0.35
H 1.69 0.89 -2.34
H 1.54 -0.61 -2.36
C -1.32 0.79 -0.77
S -0.15 -0.73 0.46
C -1.03 -0.71 2.36
H -2.20 0.58 -0.18
H -0.93 1.79 -0.61
H -1.09 0.33 -1.71
H -0.98 -1.79 2.42
H -2.04 -0.33 2.26
H -0.25 -0.15 2.85
```

Properties
* max |F|: 3.6 eV/A
* E_HOMO: -0.52554 Ha
* gap between HOMO and LUMO: 9.4 eV
* energy above the lowest of the compared OMol25 structures with the same formula, charge and spin: 3.541 eV
* energy: -572.86905 Ha
* net charge: +1

No. 4
The following is a quantum chemistry calculation of C31H39AuN4O4PS as an isolated structure, from the OMol25 dataset.

Structure (XYZ):
```
81
C31H39AuN4O4PS ωB97M-V with the def2-TZVPD basis set
Au 0.75 -0.48 0.66
O 2.24 -2.72 3.64
C 1.48 -2.27 2.84
O 1.64 -1.04 2.33
C 0.24 -3.00 2.34
P 0.04 -2.67 0.57
C -1.65 -2.93 0.05
C -2.68 -2.38 0.81
C -3.99 -2.55 0.42
C -4.28 -3.28 -0.73
C -3.26 -3.81 -1.50
C -1.94 -3.62 -1.12
C 1.16 -3.71 -0.35
C 0.95 -5.09 -0.38
C 1.84 -5.90 -1.05
C 2.94 -5.34 -1.69
C 3.16 -3.98 -1.66
C 2.27 -3.15 -0.99
H -0.63 -2.57 2.86
H 0.30 -4.07 2.56
H -2.46 -1.78 1.69
H -4.79 -2.13 1.01
H -5.31 -3.42 -1.03
H -3.49 -4.36 -2.41
H -1.14 -4.03 -1.73
H 0.09 -5.52 0.13
H 1.68 -6.97 -1.07
H 3.63 -5.99 -2.22
H 4.02 -3.55 -2.15
H 2.45 -2.08 -0.94
C -3.09 -0.73 -3.10
C -2.37 0.61 -3.17
N -2.42 1.35 -1.90
C -3.57 2.25 -1.69
C -4.68 1.62 -0.85
C -1.54 1.18 -0.91
S -0.19 0.08 -1.30
N -1.68 1.92 0.16
C -1.32 1.61 1.40
O -1.10 0.44 1.81
C -1.21 2.74 2.37
C -1.67 4.01 2.05
C -1.54 5.04 2.97
C -0.95 4.81 4.20
C -0.48 3.54 4.52
C -0.62 2.50 3.61
H -3.01 -1.24 -4.06
H -4.15 -0.60 -2.87
H -2.64 -1.36 -2.33
H -2.82 1.26 -3.92
H -1.33 0.47 -3.46
H -3.93 2.52 -2.68
H -3.19 3.14 -1.20
H -5.15 0.79 -1.37
H -5.44 2.37 -0.65
H -4.29 1.27 0.10
H -2.13 4.18 1.09
H -1.91 6.03 2.72
H -0.85 5.62 4.91
H -0.02 3.36 5.48
H -0.27 1.51 3.85
C 2.45 2.08 1.89
N 3.08 2.39 0.61
C 3.12 3.79 0.25
C 3.32 1.39 -0.26
O 2.80 0.25 -0.13
N 4.15 1.62 -1.31
C 4.18 0.64 -2.38
C 5.37 2.40 -1.16
H 2.77 2.83 2.62
H 2.74 1.10 2.24
H 1.35 2.14 1.82
H 2.16 4.25 0.52
H 3.25 3.90 -0.82
H 3.91 4.33 0.77
H 3.17 0.27 -2.57
H 4.82 -0.21 -2.12
H 4.56 1.11 -3.27
H 5.45 2.79 -0.15
H 5.41 3.23 -1.87
H 6.23 1.76 -1.34
```

Properties
* max |F|: 0.9 eV/A
* E_HOMO: -0.41861 Ha
* gap between HOMO and LUMO: 7.1 eV
* energy above the lowest of the compared OMol25 structures with the same formula, charge and spin: 0.536 eV
* energy: -2599.73219 Ha
* net charge: +1

No. 5
The following is a quantum chemistry calculation of C36H99CrCsN9O17S2 as an isolated structure at a distorted geometry, from the OMol25 dataset.

Structure (XYZ):
```
165
C36H99CrCsN9O17S2 ωB97M-V with the def2-TZVPD basis set
Cr -1.66 1.34 -2.32
Cs -3.43 1.97 1.72
S -3.66 3.06 -1.93
O -2.32 3.10 -1.40
O -3.61 1.83 -2.69
O -4.68 2.96 -0.88
O -3.91 4.25 -2.76
S -0.53 0.58 -0.04
O -0.31 1.29 1.25
O 0.02 1.36 -1.16
O 0.09 -0.68 -0.02
O -1.97 0.49 -0.41
C 0.53 3.35 -3.60
C 0.14 2.43 -4.75
C 1.19 1.29 -4.94
O 2.51 1.82 -4.98
C 3.54 0.85 -5.08
N -1.21 1.99 -4.39
H 1.30 3.96 -4.07
H 0.89 2.87 -2.69
H -0.35 3.92 -3.31
H 0.10 3.02 -5.66
H 1.07 0.74 -5.88
H 1.03 0.56 -4.15
H 3.73 0.37 -4.12
H 4.49 1.35 -5.30
H 3.33 0.09 -5.83
H -1.50 1.29 -5.07
H -1.76 2.79 -4.67
C 1.77 -3.68 -1.48
C 2.36 -2.28 -1.65
C 3.72 -2.23 -2.36
O 4.63 -2.91 -1.51
C 5.97 -2.89 -2.05
N 1.38 -1.43 -2.26
H 2.33 -4.18 -0.69
H 1.70 -4.25 -2.40
H 0.76 -3.53 -1.12
H 2.40 -1.91 -0.63
H 4.00 -1.18 -2.50
H 3.77 -2.68 -3.35
H 6.03 -3.54 -2.92
H 6.79 -3.12 -1.37
H 6.26 -1.89 -2.37
H 0.78 -1.13 -1.50
H 2.01 -0.64 -2.28
C 2.28 -0.57 3.77
C 1.44 -1.41 2.79
C 1.48 -2.96 3.10
O 2.83 -3.30 3.40
C 2.91 -4.64 3.80
N 0.07 -0.95 2.87
H 2.32 0.49 3.51
H 3.29 -0.96 3.92
H 1.82 -0.68 4.75
H 1.93 -1.19 1.84
H 1.18 -3.50 2.20
H 0.81 -3.26 3.91
H 3.85 -4.87 4.31
H 2.70 -5.26 2.93
H 2.08 -4.81 4.49
H 0.17 -0.07 2.38
H -0.42 -1.41 2.11
C -3.47 -1.54 -2.89
C -1.97 -1.86 -2.81
C -1.53 -3.05 -3.73
O -1.87 -2.83 -5.11
C -1.36 -3.90 -5.90
N -1.23 -0.72 -3.24
H -4.02 -2.38 -2.47
H -3.85 -1.35 -3.89
H -3.79 -0.74 -2.23
H -1.64 -2.05 -1.79
H -1.89 -3.98 -3.30
H -0.47 -3.12 -3.51
H -0.27 -4.00 -5.87
H -1.56 -3.68 -6.95
H -1.74 -4.87 -5.57
H -1.36 -0.72 -4.24
H -0.27 -1.00 -3.15
C -7.59 0.05 3.94
C -7.92 -1.03 2.89
C -6.76 -1.27 1.87
O -6.38 -0.13 1.02
C -5.28 -0.46 0.18
N -8.25 -2.32 3.55
H -7.35 0.97 3.40
H -6.61 -0.29 4.27
H -8.29 0.19 4.76
H -8.74 -0.66 2.28
H -7.13 -1.97 1.12
H -5.90 -1.71 2.37
H -5.06 0.36 -0.50
H -5.46 -1.29 -0.51
H -4.40 -0.65 0.80
H -8.35 -3.03 2.84
H -9.17 -2.26 3.98
C -3.81 -4.49 0.36
C -2.41 -4.12 0.87
C -1.22 -4.92 0.14
O -1.28 -6.34 0.25
C -0.91 -6.84 1.52
N -2.27 -2.64 0.73
H -4.11 -5.50 0.64
H -3.81 -4.35 -0.72
H -4.60 -3.84 0.74
H -2.31 -4.35 1.93
H -0.25 -4.58 0.48
H -1.27 -4.56 -0.89
H -1.72 -7.37 2.01
H -0.53 -6.05 2.17
H -0.18 -7.57 1.18
H -2.81 -2.33 -0.07
H -1.33 -2.34 0.53
C 1.02 4.30 4.94
C 0.52 2.98 4.35
C -0.15 2.00 5.34
O 0.75 1.53 6.34
C 0.16 0.65 7.20
N -0.45 3.22 3.31
H 0.25 4.94 5.36
H 1.67 4.91 4.31
H 1.68 4.03 5.77
H 1.34 2.39 3.94
H -0.56 1.14 4.82
H -1.01 2.37 5.90
H 0.12 -0.28 6.64
H -0.85 0.88 7.55
H 0.78 0.44 8.08
H -0.10 3.72 2.50
H -0.51 2.33 2.84
C 3.70 1.38 0.62
C 3.68 2.06 -0.77
C 5.07 2.12 -1.39
O 5.95 3.14 -0.89
C 5.54 4.44 -1.44
N 2.73 1.30 -1.58
H 2.78 1.50 1.19
H 4.45 1.85 1.26
H 3.78 0.30 0.60
H 3.17 3.01 -0.64
H 4.99 2.18 -2.48
H 5.59 1.17 -1.31
H 6.06 5.23 -0.91
H 4.47 4.63 -1.48
H 5.85 4.47 -2.49
H 2.47 1.79 -2.42
H 1.85 1.25 -1.10
C 0.61 5.82 -0.81
C 0.81 4.53 -0.02
C 1.80 4.71 1.08
O 2.99 5.36 0.61
C 4.15 5.47 1.48
N -0.45 3.96 0.48
H -0.12 5.72 -1.61
H 1.52 6.23 -1.23
H 0.33 6.66 -0.17
H 1.22 3.83 -0.75
H 2.01 3.70 1.43
H 1.50 5.35 1.92
H 4.89 6.10 0.99
H 4.74 4.57 1.61
H 3.94 5.83 2.50
H -0.31 3.00 0.75
H -1.15 3.81 -0.22
```

Properties
* max |F|: 5.8 eV/A
* expectation value of S²: 6.008
* E_HOMO (spin up / spin down): -0.13501 / -0.22004 Ha
* gap between HOMO and LUMO (spin up / spin down): 5.5 / 7.8 eV
* 2S+1: 5
* energy above the lowest of the compared OMol25 structures with the same formula, charge and spin: 4.260 eV
* energy: -5063.92970 Ha
* net charge: -1

No. 6
The following is a quantum chemistry calculation of one molecule with the formula BrFO2S at a distorted geometry, from the OMol25 dataset.

Structure (XYZ):
```
5
BrFO2S ωB97M-V with the def2-TZVPD basis set
O -1.01 -1.80 0.47
O 0.88 0.50 -1.25
F 1.71 1.24 0.92
S 0.41 0.61 0.07
Br -1.98 -0.56 -0.22
```

Properties
* max |F|: 2.9 eV/A
* E_HOMO (spin up / spin down): -0.34854 / -0.34953 Ha
* gap between HOMO and LUMO (spin up / spin down): 6.0 / 6.0 eV
* energy above the lowest of the compared OMol25 structures with the same formula, charge and spin: 4.395 eV
* energy: -3222.36242 Ha

No. 7
The following is a quantum chemistry calculation of a 3-piece molecular cluster, C6H16BrO6S2 overall at a distorted geometry, from the OMol25 dataset.

Structure (XYZ):
```
31
C6H16BrO6S2 ωB97M-V with the def2-TZVPD basis set
Br -0.60 0.24 -0.92
O -1.56 1.41 4.82
S -1.82 0.21 4.06
O -1.86 -1.07 4.72
O -3.29 0.35 3.36
C -3.85 1.66 3.14
C -4.94 1.58 2.11
C -0.79 0.16 2.60
H -3.05 2.35 2.86
H -4.24 2.01 4.10
H -5.25 2.61 1.93
H -5.81 1.01 2.44
H -4.57 1.14 1.18
H 0.19 -0.22 2.86
H -0.72 1.15 2.16
H -1.31 -0.44 1.85
O 3.07 -1.58 -5.65
S 2.47 -1.63 -4.35
O 1.97 -2.87 -3.78
O 3.58 -1.03 -3.35
C 3.33 -1.20 -1.94
C 4.57 -0.76 -1.20
C 1.22 -0.36 -4.19
H 3.07 -2.24 -1.73
H 2.50 -0.56 -1.63
H 4.76 0.30 -1.41
H 5.47 -1.30 -1.48
H 4.47 -0.69 -0.12
H 0.36 -0.53 -4.84
H 1.67 0.58 -4.48
H 0.94 -0.29 -3.14
```

Properties
* max |F|: 1.4 eV/A
* E_HOMO: -0.17384 Ha
* gap between HOMO and LUMO: 7.7 eV
* energy above the lowest of the compared OMol25 structures with the same formula, charge and spin: 0.431 eV
* energy: -4060.12589 Ha
* net charge: -1

No. 8
The following is a quantum chemistry calculation of one molecule with the formula C4H9ClS at a distorted geometry, from the OMol25 dataset.

Structure (XYZ):
```
15
C4H9ClS ωB97M-V with the def2-TZVPD basis set
C 2.01 -0.27 -0.56
C 0.74 -0.44 0.48
C -0.34 0.43 -0.13
Cl 0.17 2.26 0.02
C -1.57 0.25 0.70
S -3.10 0.43 -0.30
H 1.66 -0.14 -1.65
H 2.57 0.59 -0.16
H 2.64 -1.18 -0.58
H 1.02 -0.12 1.49
H 0.59 -1.60 0.80
H -0.43 0.20 -1.19
H -1.65 -0.93 0.88
H -1.74 0.72 1.64
H -2.57 -0.21 -1.43
```

Properties
* max |F|: 5.1 eV/A
* E_HOMO: -0.33257 Ha
* gap between HOMO and LUMO: 9.8 eV
* energy above the lowest of the compared OMol25 structures with the same formula, charge and spin: 1.556 eV
* energy: -1016.13115 Ha

No. 9
The following is a quantum chemistry calculation of a 2-piece molecular cluster, C2H3NO2 overall at a distorted geometry, from the OMol25 dataset.

Structure (XYZ):
```
8
C2H3NO2 ωB97M-V with the def2-TZVPD basis set
C 0.94 1.54 -0.62
N 0.28 1.23 0.17
O -0.47 1.40 1.10
H 1.50 2.12 -1.24
C -0.01 -1.06 -0.32
O 0.95 -0.95 -1.09
H -0.04 -1.46 0.68
H -0.91 -0.40 -0.36
```

Properties
* max |F|: 9.5 eV/A
* E_HOMO: -0.36415 Ha
* gap between HOMO and LUMO: 9.8 eV
* energy above the lowest of the compared OMol25 structures with the same formula, charge and spin: 6.127 eV
* energy: -283.03283 Ha

No. 10
The following is a quantum chemistry calculation of one molecule with the formula C6H4O4 at a distorted geometry, from the OMol25 dataset.

Structure (XYZ):
```
14
C6H4O4 ωB97M-V with the def2-TZVPD basis set
O 1.51 0.32 -2.55
C 0.49 0.04 -1.92
O -0.60 -0.37 -2.55
C 0.18 0.10 -0.41
C -1.10 0.22 0.12
C -1.15 0.04 1.52
C 0.05 -0.11 2.34
O 0.16 -0.17 3.53
O 1.32 -0.07 1.63
C 1.36 0.03 0.28
H -0.46 -0.77 -3.41
H -2.05 0.45 -0.40
H -2.05 0.09 2.09
H 2.32 0.20 -0.25
```

Properties
* max |F|: 4.7 eV/A
* E_HOMO: -0.34239 Ha
* gap between HOMO and LUMO: 8.8 eV
* energy above the lowest of the compared OMol25 structures with the same formula, charge and spin: 0.641 eV
* energy: -531.98069 Ha

No. 11
The following is a quantum chemistry calculation of one molecule with the formula C6H12O, from the OMol25 dataset.

Structure (XYZ):
```
19
C6H12O ωB97M-V with the def2-TZVPD basis set
C 1.97 -0.43 -0.70
C 0.77 0.41 -0.37
O 0.79 0.82 0.99
C -0.37 1.63 1.05
C -1.45 0.79 0.32
C -0.63 -0.21 -0.54
C -0.71 -1.66 -0.06
H 2.08 -1.26 0.01
H 1.87 -0.86 -1.70
H 2.89 0.17 -0.67
H 0.76 1.34 -0.97
H -0.62 1.85 2.09
H -0.11 2.59 0.57
H -2.04 0.25 1.07
H -2.16 1.37 -0.28
H -0.91 -0.16 -1.60
H -1.71 -2.07 -0.22
H -0.02 -2.30 -0.61
H -0.47 -1.73 1.00
```

Properties
* max |F|: 0.5 eV/A
* E_HOMO: -0.35836 Ha
* gap between HOMO and LUMO: 10.9 eV
* energy above the lowest of the compared OMol25 structures with the same formula, charge and spin: 0.480 eV
* energy: -311.04163 Ha

No. 12
The following is a quantum chemistry calculation of a 2-piece molecular cluster, C5H10N3O overall at a distorted geometry, from the OMol25 dataset.

Structure (XYZ):
```
19
C5H10N3O ωB97M-V with the def2-TZVPD basis set
C 1.46 2.89 -0.39
C -0.05 -1.74 1.07
C -1.78 0.11 0.53
C -0.78 -1.23 -1.29
C -0.86 -0.99 0.14
N 0.34 3.06 -0.54
N 2.61 2.19 -0.23
N 2.46 0.92 0.20
O 1.35 0.44 0.05
H -0.26 -1.49 2.16
H -0.11 -2.86 1.13
H 0.93 -1.43 0.80
H -2.79 -0.52 0.53
H -1.88 0.99 -0.15
H -1.67 0.55 1.48
H -0.90 -0.17 -1.73
H 0.09 -1.70 -1.59
H -1.73 -1.63 -1.82
H 3.56 2.61 -0.34
```

Properties
* max |F|: 4.1 eV/A
* E_HOMO: -0.53117 Ha
* gap between HOMO and LUMO: 8.8 eV
* energy above the lowest of the compared OMol25 structures with the same formula, charge and spin: 5.934 eV
* energy: -435.58404 Ha
* net charge: +1